(1)
Here is the molecule C23H24N4O2 from the OMol25 dataset. Energies are from the ωB97M-V functional and the def2-TZVPD basis.

CARTESIAN COORDINATES (ANGSTROEM)
1 C -8.2040 -0.3810 -1.3532
2 C -7.0251 -0.9540 -0.6335
3 N -5.9248 -0.2228 -0.6057
4 C -4.8611 -0.7285 0.0340
5 N -4.8204 -1.9169 0.6525
6 C -5.9305 -2.6307 0.6211
7 C -7.0828 -2.2037 -0.0145
8 H -7.9790 -2.8010 -0.0316
9 H -5.8818 -3.5860 1.1299
10 N -3.7451 0.0229 0.0385
11 C -2.5705 -0.3728 0.7754
12 H -1.8052 -0.7470 0.0805
13 H -2.8594 -1.2009 1.4253
14 C -2.0467 0.8049 1.5970
15 H -1.1675 0.4955 2.1655
16 H -2.8183 1.0747 2.3194
17 C -1.7289 2.0339 0.7202
18 C -2.3397 1.8765 -0.6812
19 H -1.7366 1.2023 -1.2925
20 H -2.3570 2.8453 -1.1808
21 C -3.7579 1.3341 -0.5773
22 H -4.2177 1.2464 -1.5657
23 H -4.3797 2.0181 0.0147
24 C -0.2361 2.3326 0.5901
25 O 0.2086 3.4458 0.7585
26 N 0.5044 1.2437 0.2469
27 C 1.8829 1.1484 0.0267
28 C 2.4107 -0.1096 -0.2564
29 C 3.7616 -0.2750 -0.4858
30 C 4.6131 0.8238 -0.4277
31 C 4.0867 2.0827 -0.1563
32 C 2.7352 2.2483 0.0684
33 H 2.3340 3.2243 0.2818
34 H 4.7537 2.9296 -0.1286
35 O 5.9516 0.7468 -0.7109
36 C 6.6779 -0.3530 -0.3378
37 C 6.4102 -1.0874 0.8127
38 C 7.2303 -2.1470 1.1551
39 C 8.3186 -2.4785 0.3664
40 C 8.5926 -1.7359 -0.7703
41 C 7.7785 -0.6778 -1.1254
42 H 7.9791 -0.0873 -2.0057
43 H 9.4438 -1.9837 -1.3868
44 H 8.9535 -3.3075 0.6398
45 H 7.0179 -2.7127 2.0503
46 H 5.5716 -0.8195 1.4390
47 H 4.1563 -1.2531 -0.7186
48 H 1.7566 -0.9695 -0.3040
49 H 0.0092 0.3681 0.1518
50 H -2.1647 2.9247 1.1815
51 H -7.9520 0.5991 -1.7471
52 H -9.0500 -0.2925 -0.6739
53 H -8.4960 -1.0366 -2.1719

Computed properties:
Net charge: 0
HOMO: -8.03 eV
Energy above the lowest of the compared OMol25 structures with the same formula, charge and spin: 24.8 kcal/mol
Max |F|: 0.7 eV/A
Kohn-Sham gap: 8.650 eV
2S+1: 1
SMILES: Cc1ccnc(N2CCC(C(=O)Nc3ccc(Oc4ccccc4)cc3)CC2)n1
E_LUMO: 0.62 eV

These are the Mulliken partial charges, in e, on atoms 1 to 2:
1 C -1.2406
2 C 0.8913

(2)
Here is the molecule C23H24N4O2 at a distorted geometry from the OMol25 dataset. Energies are from the ωB97M-V functional and the def2-TZVPD basis.

CARTESIAN COORDINATES (ANGSTROEM)
1 C 2.9264 -1.6128 -4.3242
2 C 2.4000 -1.7484 -3.0582
3 C 1.2456 -1.0303 -2.7491
4 C 0.6524 -0.2063 -3.7280
5 C 1.1826 -0.0704 -4.9999
6 C 2.3303 -0.7866 -5.2792
7 H 2.7753 -0.7084 -6.2597
8 H 0.7143 0.5656 -5.7342
9 O -0.4606 0.3858 -3.2323
10 C -0.5867 -0.0477 -1.9369
11 C 0.4192 -0.9036 -1.5966
12 H 0.5579 -1.3753 -0.6493
13 C -1.7290 0.4139 -1.2055
14 C -2.1577 0.2257 0.1085
15 C -3.3892 0.8976 0.1628
16 N -3.6947 1.4541 -0.9942
17 N -2.6895 1.1618 -1.8060
18 H -2.6879 1.4742 -2.7643
19 H -4.0608 0.9801 0.9936
20 C -1.4866 -0.4969 1.2274
21 N -0.2311 0.1305 1.6174
22 C -0.3423 1.5160 2.0146
23 H -0.8488 2.0513 1.2081
24 H 0.6721 1.9171 2.0934
25 C -1.0440 1.7962 3.3686
26 C -2.4893 2.3104 3.2538
27 H -3.2173 1.5253 3.4484
28 C -2.5473 3.4349 4.2868
29 H -3.2722 4.2058 4.0373
30 C -1.1084 3.9411 4.2456
31 H -0.7896 4.4452 5.1593
32 O -0.3123 2.7853 4.0934
33 H -0.9623 4.6193 3.3913
34 H -2.7729 3.0359 5.2765
35 H -2.6671 2.7112 2.2550
36 H -1.0072 0.8827 3.9777
37 C 0.5355 -0.6975 2.5438
38 C 1.4477 -1.6066 1.7646
39 C 1.1791 -2.9592 1.5933
40 C 2.0406 -3.7182 0.8149
41 N 3.1176 -3.2265 0.2291
42 C 3.3824 -1.9410 0.4015
43 C 2.5848 -1.0921 1.1487
44 H 2.8311 -0.0469 1.2479
45 H 4.2768 -1.5787 -0.0887
46 H 1.8590 -4.7724 0.6495
47 H 0.3155 -3.4146 2.0558
48 H 1.1443 -0.0439 3.1722
49 H -0.1169 -1.2948 3.1995
50 H -1.2508 -1.5170 0.9063
51 H -2.1935 -0.5611 2.0743
52 H 2.8566 -2.3918 -2.3224
53 H 3.8200 -2.1574 -4.5903

Computed properties:
Net charge: 0
HOMO: -7.88 eV
Energy above the lowest of the compared OMol25 structures with the same formula, charge and spin: 68.1 kcal/mol
Max |F|: 1.2 eV/A
Kohn-Sham gap: 8.438 eV
2S+1: 1
SMILES: c1ccc2oc(-c3[nH]ncc3CN(Cc3ccncc3)C[C@@H]3CCCO3)cc2c1
E_LUMO: 0.56 eV

These are the Mulliken partial charges, in e, on atoms 1 to 2:
1 C -0.7918
2 C -0.2573

(3)
Here is the molecule C23H24N4O5 at a distorted geometry from the OMol25 dataset. Energies are from the ωB97M-V functional and the def2-TZVPD basis.

CARTESIAN COORDINATES (ANGSTROEM)
1 C 2.1775 2.7559 -1.6038
2 C 0.7362 3.2018 -1.8093
3 H 0.5104 4.0607 -1.1680
4 H 0.5475 3.4557 -2.8545
5 O -0.1752 2.1481 -1.5146
6 C -0.4785 1.9565 -0.2156
7 O -0.0948 2.6932 0.6662
8 C -1.2795 0.7449 -0.0288
9 C -1.9375 0.5115 1.1354
10 N -2.5407 -0.6938 1.3832
11 C -2.4677 -1.6925 0.4610
12 N -2.9599 -2.9128 0.5256
13 C -2.6208 -3.4263 -0.6778
14 N -1.9697 -2.6016 -1.4590
15 N -1.8758 -1.4809 -0.7257
16 C -1.1801 -0.2867 -1.1397
17 C 0.2614 -0.6214 -1.4635
18 C 0.7242 -0.5600 -2.7634
19 C 2.0417 -0.8468 -3.0658
20 C 2.9217 -1.2365 -2.0650
21 C 2.4540 -1.3634 -0.7445
22 C 1.1289 -1.0267 -0.4432
23 O 0.6108 -1.1604 0.8196
24 C 1.2628 -0.4710 1.8745
25 H 1.0484 0.6019 1.8184
26 H 2.3398 -0.6322 1.8620
27 H 0.8435 -0.8775 2.7934
28 O 3.2718 -1.7802 0.2839
29 C 3.8952 -3.0401 0.1241
30 H 4.3571 -3.2589 1.0856
31 H 3.1565 -3.8126 -0.1108
32 H 4.6599 -3.0182 -0.6544
33 O 4.2412 -1.5184 -2.2750
34 C 4.7544 -1.4086 -3.5802
35 H 4.2600 -2.1021 -4.2676
36 H 4.6645 -0.3872 -3.9627
37 H 5.8087 -1.6700 -3.5016
38 H 2.3753 -0.7644 -4.0872
39 H 0.0514 -0.2625 -3.5522
40 H -1.6535 0.0951 -2.0568
41 H -2.8708 -4.4253 -0.9680
42 H -3.0188 -0.8655 2.2530
43 C -2.1093 1.5124 2.2036
44 C -1.7527 1.1998 3.5112
45 C -1.9413 2.1223 4.5245
46 C -2.5032 3.3556 4.2444
47 C -2.8767 3.6650 2.9465
48 C -2.6836 2.7497 1.9299
49 H -2.9761 2.9865 0.9181
50 H -3.3204 4.6245 2.7266
51 H -2.6500 4.0755 5.0357
52 H -1.6476 1.8769 5.5345
53 H -1.3014 0.2424 3.7280
54 H 2.3479 2.5314 -0.5539
55 H 2.8536 3.5494 -1.9093
56 H 2.3787 1.8613 -2.1885

Computed properties:
Net charge: 0
HOMO: -8.13 eV
Energy above the lowest of the compared OMol25 structures with the same formula, charge and spin: 101.3 kcal/mol
Max |F|: 1.2 eV/A
Kohn-Sham gap: 8.631 eV
2S+1: 1
SMILES: CCOC(=O)C1=C(c2ccccc2)Nc2ncnn2[C@@H]1c1ccc(OC)c(OC)c1OC
E_LUMO: 0.50 eV

These are the Mulliken partial charges, in e, on atoms 1 to 2:
1 C -0.7852
2 C -0.4656

(4)
Here is a structure of composition C23H25AsCl2N5O10S6Ta from the OMol25 dataset. Energies are from the ωB97M-V functional and the def2-TZVPD basis.

CARTESIAN COORDINATES (ANGSTROEM)
1 Ta 0.3898 0.4114 0.4691
2 S -3.3504 2.4273 -0.6517
3 As -1.2981 2.4699 -0.1440
4 S -1.9012 -0.3161 0.6151
5 S -0.1212 1.5080 -1.7917
6 S -0.6080 4.3740 0.5273
7 O 3.2792 -2.2690 -4.5447
8 C 2.0507 -2.5911 -4.9032
9 O 1.8187 -3.1165 -5.9704
10 C 0.9660 -2.3019 -3.9255
11 C -0.3717 -2.5747 -4.1309
12 Cl -1.1785 -3.2092 -5.4902
13 N -1.0533 -2.2044 -3.0225
14 N -0.2346 -1.6844 -2.1046
15 C 0.9742 -1.7237 -2.6212
16 C 2.0857 -1.1085 -1.8321
17 O 3.2468 -1.1841 -2.2514
18 O 1.7612 -0.5523 -0.7390
19 C -2.4690 -2.1251 -2.8210
20 C -3.2526 -3.2624 -2.9385
21 C -4.6199 -3.1533 -2.7482
22 C -5.1804 -1.9224 -2.4275
23 C -4.3762 -0.8021 -2.2787
24 C -3.0069 -0.8951 -2.4829
25 H 3.2996 -1.8418 -3.6229
26 H -2.7923 -4.2165 -3.1568
27 H -5.2433 -4.0353 -2.8182
28 H -6.2500 -1.8454 -2.2700
29 H -4.7795 0.1567 -1.9779
30 H -2.3715 -0.0256 -2.3523
31 N 2.6782 3.9150 -2.7044
32 C 2.2738 3.9173 -1.2953
33 C 2.4427 2.5261 -0.7460
34 O 1.8686 2.1432 0.2655
35 O 3.2766 1.7580 -1.3969
36 H 2.9130 4.8476 -3.0136
37 H 1.8897 3.5958 -3.2600
38 H 3.5274 2.2695 -2.1994
39 H 1.2438 4.2192 -1.0851
40 H 2.9287 4.5744 -0.7156
41 C 2.4703 4.1073 3.1064
42 C 3.0642 2.9108 3.8420
43 C 2.0283 1.8201 4.1883
44 C 2.6813 0.7000 5.0130
45 C 1.7212 -0.4420 5.3260
46 C 0.9232 2.4602 5.0054
47 O 1.1282 2.9354 6.1088
48 N -0.3106 2.4835 4.4357
49 C -0.7149 1.9702 3.1823
50 O -1.8727 2.0559 2.8747
51 N 0.2729 1.3765 2.4309
52 C 1.5297 1.2310 2.8867
53 O 2.2992 0.5968 2.1594
54 H 3.2610 4.7972 2.8035
55 H 1.7790 4.6616 3.7450
56 H 1.9168 3.8145 2.2109
57 H 3.5247 3.2268 4.7813
58 H 3.8310 2.4281 3.2327
59 H 3.0605 1.1517 5.9318
60 H 3.5290 0.3282 4.4351
61 H 0.8670 -0.0907 5.9103
62 H 2.2212 -1.2183 5.9074
63 H 1.3453 -0.9047 4.4105
64 H -1.0532 2.9304 4.9530
65 Cl 0.7459 -1.7447 1.6398
66 C -5.8760 -1.5497 1.0967
67 O -4.4613 -1.4862 0.9671
68 C -3.7655 -2.6081 0.9258
69 S -4.4114 -4.1341 1.0323
70 S -2.0572 -2.4084 0.7923
71 H -6.2027 -0.5139 1.0558
72 H -6.1494 -2.0129 2.0450
73 H -6.3056 -2.1315 0.2821

Computed properties:
Net charge: -2
HOMO: -1.99 eV
Energy above the lowest of the compared OMol25 structures with the same formula, charge and spin: 38.0 kcal/mol
Max |F|: 0.2 eV/A
Kohn-Sham gap: 6.051 eV
2S+1: 1
E_LUMO: 4.06 eV

These are the Mulliken partial charges, in e, on atoms 1 to 2:
1 Ta 0.2729
2 S -0.5676

Repeat the fourth record exactly.
Here is a structure of composition C23H25AsCl2N5O10S6Ta from the OMol25 dataset. Energies are from the ωB97M-V functional and the def2-TZVPD basis.

CARTESIAN COORDINATES (ANGSTROEM)
1 Ta 0.3898 0.4114 0.4691
2 S -3.3504 2.4273 -0.6517
3 As -1.2981 2.4699 -0.1440
4 S -1.9012 -0.3161 0.6151
5 S -0.1212 1.5080 -1.7917
6 S -0.6080 4.3740 0.5273
7 O 3.2792 -2.2690 -4.5447
8 C 2.0507 -2.5911 -4.9032
9 O 1.8187 -3.1165 -5.9704
10 C 0.9660 -2.3019 -3.9255
11 C -0.3717 -2.5747 -4.1309
12 Cl -1.1785 -3.2092 -5.4902
13 N -1.0533 -2.2044 -3.0225
14 N -0.2346 -1.6844 -2.1046
15 C 0.9742 -1.7237 -2.6212
16 C 2.0857 -1.1085 -1.8321
17 O 3.2468 -1.1841 -2.2514
18 O 1.7612 -0.5523 -0.7390
19 C -2.4690 -2.1251 -2.8210
20 C -3.2526 -3.2624 -2.9385
21 C -4.6199 -3.1533 -2.7482
22 C -5.1804 -1.9224 -2.4275
23 C -4.3762 -0.8021 -2.2787
24 C -3.0069 -0.8951 -2.4829
25 H 3.2996 -1.8418 -3.6229
26 H -2.7923 -4.2165 -3.1568
27 H -5.2433 -4.0353 -2.8182
28 H -6.2500 -1.8454 -2.2700
29 H -4.7795 0.1567 -1.9779
30 H -2.3715 -0.0256 -2.3523
31 N 2.6782 3.9150 -2.7044
32 C 2.2738 3.9173 -1.2953
33 C 2.4427 2.5261 -0.7460
34 O 1.8686 2.1432 0.2655
35 O 3.2766 1.7580 -1.3969
36 H 2.9130 4.8476 -3.0136
37 H 1.8897 3.5958 -3.2600
38 H 3.5274 2.2695 -2.1994
39 H 1.2438 4.2192 -1.0851
40 H 2.9287 4.5744 -0.7156
41 C 2.4703 4.1073 3.1064
42 C 3.0642 2.9108 3.8420
43 C 2.0283 1.8201 4.1883
44 C 2.6813 0.7000 5.0130
45 C 1.7212 -0.4420 5.3260
46 C 0.9232 2.4602 5.0054
47 O 1.1282 2.9354 6.1088
48 N -0.3106 2.4835 4.4357
49 C -0.7149 1.9702 3.1823
50 O -1.8727 2.0559 2.8747
51 N 0.2729 1.3765 2.4309
52 C 1.5297 1.2310 2.8867
53 O 2.2992 0.5968 2.1594
54 H 3.2610 4.7972 2.8035
55 H 1.7790 4.6616 3.7450
56 H 1.9168 3.8145 2.2109
57 H 3.5247 3.2268 4.7813
58 H 3.8310 2.4281 3.2327
59 H 3.0605 1.1517 5.9318
60 H 3.5290 0.3282 4.4351
61 H 0.8670 -0.0907 5.9103
62 H 2.2212 -1.2183 5.9074
63 H 1.3453 -0.9047 4.4105
64 H -1.0532 2.9304 4.9530
65 Cl 0.7459 -1.7447 1.6398
66 C -5.8760 -1.5497 1.0967
67 O -4.4613 -1.4862 0.9671
68 C -3.7655 -2.6081 0.9258
69 S -4.4114 -4.1341 1.0323
70 S -2.0572 -2.4084 0.7923
71 H -6.2027 -0.5139 1.0558
72 H -6.1494 -2.0129 2.0450
73 H -6.3056 -2.1315 0.2821

Computed properties:
Net charge: -2
HOMO: -1.99 eV
Energy above the lowest of the compared OMol25 structures with the same formula, charge and spin: 38.0 kcal/mol
Max |F|: 0.2 eV/A
Kohn-Sham gap: 6.051 eV
2S+1: 1
E_LUMO: 4.06 eV

These are the Mulliken partial charges, in e, on atoms 1 to 2:
1 Ta 0.2729
2 S -0.5676

Repeat the fourth record exactly.
Here is a structure of composition C23H25AsCl2N5O10S6Ta from the OMol25 dataset. Energies are from the ωB97M-V functional and the def2-TZVPD basis.

CARTESIAN COORDINATES (ANGSTROEM)
1 Ta 0.3898 0.4114 0.4691
2 S -3.3504 2.4273 -0.6517
3 As -1.2981 2.4699 -0.1440
4 S -1.9012 -0.3161 0.6151
5 S -0.1212 1.5080 -1.7917
6 S -0.6080 4.3740 0.5273
7 O 3.2792 -2.2690 -4.5447
8 C 2.0507 -2.5911 -4.9032
9 O 1.8187 -3.1165 -5.9704
10 C 0.9660 -2.3019 -3.9255
11 C -0.3717 -2.5747 -4.1309
12 Cl -1.1785 -3.2092 -5.4902
13 N -1.0533 -2.2044 -3.0225
14 N -0.2346 -1.6844 -2.1046
15 C 0.9742 -1.7237 -2.6212
16 C 2.0857 -1.1085 -1.8321
17 O 3.2468 -1.1841 -2.2514
18 O 1.7612 -0.5523 -0.7390
19 C -2.4690 -2.1251 -2.8210
20 C -3.2526 -3.2624 -2.9385
21 C -4.6199 -3.1533 -2.7482
22 C -5.1804 -1.9224 -2.4275
23 C -4.3762 -0.8021 -2.2787
24 C -3.0069 -0.8951 -2.4829
25 H 3.2996 -1.8418 -3.6229
26 H -2.7923 -4.2165 -3.1568
27 H -5.2433 -4.0353 -2.8182
28 H -6.2500 -1.8454 -2.2700
29 H -4.7795 0.1567 -1.9779
30 H -2.3715 -0.0256 -2.3523
31 N 2.6782 3.9150 -2.7044
32 C 2.2738 3.9173 -1.2953
33 C 2.4427 2.5261 -0.7460
34 O 1.8686 2.1432 0.2655
35 O 3.2766 1.7580 -1.3969
36 H 2.9130 4.8476 -3.0136
37 H 1.8897 3.5958 -3.2600
38 H 3.5274 2.2695 -2.1994
39 H 1.2438 4.2192 -1.0851
40 H 2.9287 4.5744 -0.7156
41 C 2.4703 4.1073 3.1064
42 C 3.0642 2.9108 3.8420
43 C 2.0283 1.8201 4.1883
44 C 2.6813 0.7000 5.0130
45 C 1.7212 -0.4420 5.3260
46 C 0.9232 2.4602 5.0054
47 O 1.1282 2.9354 6.1088
48 N -0.3106 2.4835 4.4357
49 C -0.7149 1.9702 3.1823
50 O -1.8727 2.0559 2.8747
51 N 0.2729 1.3765 2.4309
52 C 1.5297 1.2310 2.8867
53 O 2.2992 0.5968 2.1594
54 H 3.2610 4.7972 2.8035
55 H 1.7790 4.6616 3.7450
56 H 1.9168 3.8145 2.2109
57 H 3.5247 3.2268 4.7813
58 H 3.8310 2.4281 3.2327
59 H 3.0605 1.1517 5.9318
60 H 3.5290 0.3282 4.4351
61 H 0.8670 -0.0907 5.9103
62 H 2.2212 -1.2183 5.9074
63 H 1.3453 -0.9047 4.4105
64 H -1.0532 2.9304 4.9530
65 Cl 0.7459 -1.7447 1.6398
66 C -5.8760 -1.5497 1.0967
67 O -4.4613 -1.4862 0.9671
68 C -3.7655 -2.6081 0.9258
69 S -4.4114 -4.1341 1.0323
70 S -2.0572 -2.4084 0.7923
71 H -6.2027 -0.5139 1.0558
72 H -6.1494 -2.0129 2.0450
73 H -6.3056 -2.1315 0.2821

Computed properties:
Net charge: -2
HOMO: -1.99 eV
Energy above the lowest of the compared OMol25 structures with the same formula, charge and spin: 38.0 kcal/mol
Max |F|: 0.2 eV/A
Kohn-Sham gap: 6.051 eV
2S+1: 1
E_LUMO: 4.06 eV

These are the Mulliken partial charges, in e, on atoms 1 to 2:
1 Ta 0.2729
2 S -0.5676

> Which of these has the highest Kohn-Sham gap?

number 1